Entry from the OMol25 dataset: a single C2H6N2OS molecule at a distorted geometry (the ωB97M-V functional and the def2-TZVPD basis).

Each line ends with the Mulliken charge.
Atoms and positions in Å:
C1 -0.467 1.201 0.033  -0.879
C2 -0.122 -1.097 -0.541  -0.498
N1 1.862 0.550 -0.324  0.208
N2 -0.811 -0.183 0.446  -0.201
O1 2.649 1.145 0.371  -0.376
S1 1.507 -1.382 0.109  -0.189
H1 -0.462 1.775 0.874  0.380
H2 -0.959 1.605 -0.905  0.218
H3 -0.829 -1.986 -0.342  0.318
H4 -0.139 -0.772 -1.543  0.343
H5 -0.420 -0.544 1.360  0.347
H6 -1.809 -0.311 0.462  0.328

Summary:
* E_LUMO (spin up / spin down): 0.3 / 0.4 eV
* HOMO energy (spin up / spin down): -6.8 / -7.3 eV
* spin multiplicity: 1
* energy relative to the best compared isomer or geometry (same formula, charge and spin): 6.757 eV
* orbital gap (spin up / spin down): 7.146 / 7.626 eV

=====

Entry from the OMol25 dataset: 2 unconnected molecules or ions with the total composition C7H14N2 at a distorted geometry (the ωB97M-V functional and the def2-TZVPD basis).

Each line ends with the Mulliken spin population.
Atoms and positions in Å:
C1 1.375 1.084 2.076  0.742
C2 2.127 2.070 1.216  -0.001
H1 1.470 1.247 3.104  -0.227
H2 0.347 1.221 1.918  -0.035
H3 1.755 0.120 1.799  -0.060
H4 2.355 2.985 1.942  -0.051
H5 1.628 2.553 0.490  -0.016
H6 3.166 1.704 0.884  0.015
C3 0.485 -1.874 -0.874  -0.029
C4 1.871 -1.231 -0.506  -0.050
C5 -0.439 -0.713 -0.660  -0.073
C6 -1.565 -1.007 0.195  0.234
C7 -1.843 0.878 -0.932  0.278
N1 -0.663 0.436 -1.411  -0.012
N2 -2.512 -0.032 -0.071  0.186
H7 0.493 -2.343 -1.862  -0.004
H8 0.104 -2.638 -0.100  0.099
H9 2.583 -1.815 -0.823  0.003
H10 -1.934 -1.909 0.780  0.003
H11 -2.184 1.833 -0.991  0.107
H12 -3.413 0.142 0.380  -0.042
H13 2.023 -1.029 0.595  -0.073
H14 1.772 -0.145 -0.832  0.007

Summary:
* E_LUMO (spin up / spin down): 4.1 / 4.0 eV
* HOMO energy (spin up / spin down): 1.6 / -3.0 eV
* spin multiplicity: 2
* charge: -1
* energy relative to the best compared isomer or geometry (same formula, charge and spin): 3.114 eV
* orbital gap (spin up / spin down): 2.513 / 7.014 eV

=====

Entry from the OMol25 dataset: 4 unconnected molecules or ions with the total composition C63H57BClF3N4O14 at a distorted geometry (the ωB97M-V functional and the def2-TZVPD basis).

Each line ends with the Mulliken charge.
Atoms and positions in Å:
C1 5.618 -1.934 1.491  -1.294
C2 4.311 -1.074 1.172  0.276
B1 4.446 0.342 1.883  0.332
O1 5.710 0.664 2.418  -0.467
C3 3.289 1.496 2.022  -0.144
N1 3.695 2.334 3.203  -0.579
C4 3.313 1.802 4.251  0.561
O2 3.090 1.110 5.156  -0.394
O3 3.324 2.463 0.916  -0.065
C5 4.072 2.045 -0.103  0.708
N2 4.453 1.664 -1.122  -0.666
O4 2.001 1.040 2.326  0.230
C6 1.234 0.555 1.208  -0.054
C7 0.732 -0.875 1.565  -0.353
C8 0.638 -1.785 0.289  0.059
O5 0.559 -1.295 -0.813  -0.507
N3 0.600 -3.244 0.380  0.055
C9 1.648 -3.772 1.279  -0.775
C10 -0.764 -3.580 0.871  -0.777
C11 0.120 1.598 0.778  -0.544
C12 -1.343 1.263 1.204  -1.839
C13 -1.772 1.697 2.639  0.210
C14 -1.686 0.591 3.720  0.597
F1 -2.296 -0.570 3.332  -0.275
F2 -0.431 0.360 4.179  -0.095
F3 -2.407 1.030 4.813  -0.348
O6 0.512 2.846 1.346  0.934
C15 0.347 3.966 0.543  1.141
Cl1 -1.389 4.448 0.191  -0.198
C16 1.111 3.962 -0.837  -0.479
C17 1.900 5.261 -1.199  -0.485
O7 2.224 5.162 -2.606  -0.582
C18 0.926 5.172 1.407  -1.103
C19 0.373 5.070 2.886  -0.305
O8 -0.631 5.690 3.157  -0.583
N4 1.134 4.284 3.813  0.768
C20 0.313 3.783 4.942  -0.941
C21 2.242 5.073 4.414  -1.285
H1 6.512 -1.553 0.967  0.319
H2 5.739 -1.895 2.601  0.204
H3 5.395 -3.003 1.264  0.400
H4 3.461 -1.699 1.511  -0.208
H5 4.238 -0.907 0.069  0.260
H6 5.925 1.562 2.112  0.335
H7 1.903 0.426 0.318  0.404
H8 1.482 -1.317 2.265  0.063
H9 -0.234 -0.936 2.102  0.138
H10 2.658 -3.578 0.850  0.210
H11 1.530 -4.883 1.268  0.462
H12 1.550 -3.424 2.335  0.303
H13 -1.468 -3.490 0.010  0.322
H14 -0.745 -4.610 1.280  0.366
H15 -1.110 -2.887 1.679  0.182
H16 0.118 1.586 -0.342  0.477
H17 -2.020 1.795 0.494  0.582
H18 -1.628 0.189 1.077  0.649
H19 -1.263 2.589 3.051  -0.526
H20 -2.857 1.962 2.587  0.444
H21 0.329 3.859 -1.631  0.428
H22 1.773 3.075 -0.983  -0.093
H23 1.312 6.195 -1.103  0.241
H24 2.871 5.278 -0.657  0.239
H25 3.097 4.763 -2.714  0.346
H26 0.581 6.154 1.040  0.641
H27 2.034 5.092 1.517  0.106
H28 0.581 4.237 5.927  0.325
H29 -0.780 3.868 4.789  0.402
H30 0.547 2.691 5.051  0.191
H31 2.715 4.439 5.203  0.467
H32 1.826 5.959 4.965  0.477
H33 3.013 5.366 3.672  0.156
O9 -4.000 -5.314 -1.313  -0.685
C22 -5.142 -5.099 -1.673  0.606
C23 -5.541 -5.306 -3.089  0.181
C24 -4.601 -5.769 -4.005  -0.590
C25 -4.973 -6.002 -5.320  -0.582
C26 -6.284 -5.775 -5.727  -0.487
C27 -7.220 -5.297 -4.821  -0.521
C28 -6.851 -5.055 -3.502  0.220
C29 -7.857 -4.526 -2.546  0.484
O10 -8.982 -4.256 -2.919  -0.680
C30 -7.463 -4.339 -1.126  0.275
C31 -8.404 -3.878 -0.211  -0.584
C32 -8.058 -3.730 1.124  -0.465
C33 -6.770 -4.043 1.549  -0.544
C34 -5.825 -4.489 0.638  -0.574
C35 -6.166 -4.634 -0.704  0.240
H34 -3.581 -5.952 -3.691  0.488
H35 -4.241 -6.367 -6.031  0.420
H36 -6.576 -5.970 -6.753  0.494
H37 -8.239 -5.117 -5.144  0.495
H38 -9.408 -3.638 -0.538  0.473
H39 -8.793 -3.375 1.836  0.401
H40 -6.503 -3.936 2.594  0.413
H41 -4.823 -4.729 0.972  0.525
O11 -6.012 -3.877 -9.875  -0.672
C36 -5.970 -2.665 -9.968  0.516
C37 -5.469 -2.018 -11.208  0.152
C38 -5.064 -2.809 -12.278  -0.519
C39 -4.630 -2.215 -13.453  -0.470
C40 -4.601 -0.828 -13.566  -0.461
C41 -4.988 -0.035 -12.496  -0.555
C42 -5.417 -0.626 -11.312  0.186
C43 -5.812 0.234 -10.166  0.597
O12 -5.716 1.443 -10.239  -0.661
C44 -6.333 -0.413 -8.935  0.251
C45 -6.741 0.378 -7.866  -0.533
C46 -7.258 -0.214 -6.724  -0.618
C47 -7.371 -1.599 -6.645  -0.319
C48 -6.953 -2.392 -7.704  -0.633
C49 -6.428 -1.803 -8.849  0.170
H42 -5.090 -3.888 -12.195  0.461
H43 -4.319 -2.833 -14.287  0.396
H44 -4.274 -0.365 -14.489  0.397
H45 -4.959 1.044 -12.584  0.466
H46 -6.658 1.456 -7.926  0.472
H47 -7.579 0.404 -5.893  0.401
H48 -7.784 -2.060 -5.755  0.529
H49 -7.041 -3.469 -7.635  0.447
O13 9.900 0.665 5.635  -0.670
C50 9.160 1.310 6.353  0.548
C51 9.638 2.554 7.010  0.166
C52 10.939 2.992 6.782  -0.515
C53 11.384 4.172 7.359  -0.469
C54 10.530 4.920 8.165  -0.475
C55 9.239 4.479 8.408  -0.560
C56 8.790 3.292 7.837  0.186
C57 7.410 2.821 8.119  0.581
O14 6.690 3.435 8.882  -0.668
C58 6.926 1.588 7.446  0.277
C59 5.623 1.153 7.672  -0.632
C60 5.149 0.022 7.024  -0.533
C61 5.974 -0.677 6.148  -0.321
C62 7.277 -0.256 5.931  -0.713
C63 7.759 0.875 6.582  0.216
H50 11.604 2.414 6.152  0.471
H51 12.396 4.513 7.178  0.399
H52 10.875 5.848 8.605  0.396
H53 8.578 5.060 9.039  0.465
H54 4.978 1.698 8.349  0.505
H55 4.134 -0.313 7.197  0.378
H56 5.598 -1.555 5.635  0.441
H57 7.916 -0.805 5.250  0.478

Summary:
* E_LUMO: -1.1 eV
* HOMO energy: -9.4 eV
* spin multiplicity: 1
* orbital gap: 8.249 eV

=====

Entry from the OMol25 dataset: a molecular structure, C28H18CoN5O2 (the ωB97M-V functional and the def2-TZVPD basis).

Each line ends with the Mulliken spin population.
Atoms and positions in Å:
Co1 0.938 -1.097 -0.253  1.132
O1 -4.829 2.035 -2.160  0.000
C1 -4.421 1.034 -2.764  -0.001
O2 -4.808 0.373 -3.731  0.000
C2 -3.079 0.483 -2.152  -0.001
C3 -2.452 -0.634 -2.688  0.000
C4 -1.272 -1.077 -2.110  0.014
N1 -0.758 -0.440 -1.064  -0.029
C5 -1.349 0.628 -0.544  -0.015
C6 -2.519 1.132 -1.056  0.000
C7 -0.509 1.099 0.619  -0.036
C8 -0.925 2.264 1.379  0.002
C9 -0.100 2.672 2.470  0.000
C10 1.794 1.420 2.881  -0.011
C11 2.352 0.154 2.144  0.019
N2 1.893 -0.477 1.151  -0.100
C12 -0.428 -2.228 -2.493  0.022
C13 -0.699 -3.085 -3.542  -0.001
C14 0.174 -4.129 -3.800  -0.001
C15 1.295 -4.290 -3.001  0.001
C16 1.504 -3.397 -1.970  0.002
N3 0.667 -2.386 -1.715  -0.015
H1 -2.918 -1.113 -3.541  0.000
H2 -3.038 2.002 -0.664  0.000
H3 -1.839 2.803 1.119  0.000
H4 -0.460 3.547 3.001  0.000
H5 2.491 1.641 3.683  0.001
H6 3.283 -0.202 2.596  -0.012
H7 -1.583 -2.931 -4.146  0.000
H8 -0.020 -4.811 -4.617  0.000
H9 2.000 -5.091 -3.169  0.000
H10 2.366 -3.483 -1.320  -0.002
C17 -1.129 -2.015 3.602  -0.003
C18 -1.180 -2.251 2.235  0.014
N4 -0.923 -1.310 1.333  0.034
C19 -0.598 -0.092 1.732  -0.021
C20 -0.411 0.199 3.066  -0.016
C21 -0.687 -0.777 4.016  0.006
C22 0.310 1.442 3.392  0.000
C23 1.437 2.712 2.064  0.001
C24 1.666 2.539 0.618  -0.016
C25 2.755 3.100 -0.039  0.007
C26 3.051 2.693 -1.322  -0.003
C27 2.292 1.660 -1.856  0.014
N5 1.248 1.135 -1.224  0.034
C28 0.901 1.597 -0.035  -0.021
H11 -1.393 -2.789 4.309  0.000
H12 -1.423 -3.230 1.840  0.000
H13 -0.548 -0.561 5.069  0.000
H14 0.222 1.720 4.438  0.000
H15 1.900 3.611 2.460  0.000
H16 3.364 3.845 0.461  0.000
H17 3.864 3.131 -1.883  0.000
H18 2.530 1.223 -2.818  0.000

Summary:
* E_LUMO (spin up / spin down): -6.4 / -6.4 eV
* HOMO energy (spin up / spin down): -10.0 / -10.0 eV
* spin multiplicity: 2
* charge: +1
* orbital gap (spin up / spin down): 3.605 / 3.603 eV

=====

Look up the spin multiplicity of the second one.
2